No. 1
C30H51BrN4P2Ru | ωB97M-V/def2-TZVPD

Output
- 2S+1 = 5
- ΔE to the lowest compared entry with this formula, charge and spin (kcal per mole) = 0.0
- total charge = +4
- E_LUMO (spin up / spin down) (Eh) = -0.455 / -0.532

```
89
C30H51BrN4P2Ru, DFT ωB97M-V/def2-TZVPD
C 0.00330 -0.49608 -5.88509
C -0.36159 0.36265 -4.80262
C -1.03599 1.54160 -5.23926
C -1.03888 1.95284 -6.59712
N -0.52295 1.16916 -7.55444
C -0.05270 -0.03816 -7.23416
C -0.07575 0.17207 -3.35640
C 0.29947 0.72154 -2.24493
C 0.95426 1.42460 -1.15624
C 0.58803 1.08618 0.18138
C 1.45128 1.34277 1.25078
C 2.57428 2.25548 1.06726
C 2.97302 2.44517 -0.27685
C 2.17740 2.08466 -1.33597
Ru -0.13962 -1.00898 -1.35673
P -1.26928 -1.72015 0.45760
H -1.52474 2.19908 -4.52558
H 0.38267 -1.50405 -5.74341
H -1.45906 2.92668 -6.91024
H 0.30427 -0.65045 -8.09835
H 2.59510 2.12949 -2.32724
H -0.46576 0.64157 0.30658
H 3.90603 2.93422 -0.52887
H 1.25015 0.84632 2.19962
C -0.37602 -1.90000 2.13217
C -1.24441 -1.82801 3.38537
H 0.30294 -1.03989 2.15156
H 0.24601 -2.80735 2.13722
H -0.63085 -1.98346 4.28510
H -1.66463 -0.82105 3.46424
H -2.05296 -2.57311 3.36447
C -2.73862 -0.66682 0.84611
C -3.62876 -0.44312 -0.37348
H -2.37247 0.29836 1.22225
H -3.32376 -1.07623 1.67651
H -4.20175 0.49006 -0.25723
H -3.04385 -0.35594 -1.30158
H -4.36030 -1.25478 -0.48755
C -2.05336 -3.34360 0.12034
C -2.99604 -3.76596 1.23945
H -1.25619 -4.08019 -0.04033
H -2.59383 -3.23229 -0.83265
H -3.45973 -4.73178 1.01119
H -2.45863 -3.89604 2.18103
H -3.81302 -3.05157 1.40423
Br 3.72854 2.85085 2.41223
P -1.07416 3.94590 1.53975
C -1.99920 2.59543 2.34452
C -2.79057 3.22983 3.52416
H -1.31689 1.79095 2.66463
H -2.68219 2.16452 1.59445
H -3.64386 2.61316 3.82680
H -2.14239 3.38004 4.39617
H -3.18075 4.22140 3.23817
C 0.42535 4.32921 2.48960
C 0.97008 5.75369 2.69367
H 1.18153 3.78277 1.91502
H 0.31109 3.83487 3.46519
H 1.94192 5.67428 3.20127
H 1.13968 6.27646 1.74485
H 0.34063 6.37888 3.33852
C -0.57730 3.89710 -0.20135
C -0.98723 5.27647 -0.74984
H -1.14909 3.09558 -0.68718
H 0.48746 3.65777 -0.30729
H -0.72358 5.39296 -1.80442
H -2.07609 5.35951 -0.63889
H -0.51410 6.07773 -0.16307
C 0.92396 -5.54198 -0.39390
N 2.02814 -4.63901 -0.06958
C 3.31468 -5.31202 0.12003
C 1.92978 -3.29070 -0.29878
N 1.02904 -2.80757 -1.15301
N 2.79946 -2.46651 0.32923
C 3.40599 -2.80098 1.61079
C 2.79494 -1.10190 -0.13038
H 1.24041 -6.54767 -0.07536
H 0.71940 -5.56457 -1.48177
H 0.01134 -5.28586 0.17425
H 4.13948 -4.72788 -0.31392
H 3.51732 -5.51433 1.18393
H 3.26130 -6.28117 -0.39126
H 0.52583 -3.54435 -1.65450
H 4.41996 -3.16079 1.50486
H 3.44399 -1.90849 2.22686
H 2.80298 -3.54686 2.10475
H 3.02453 -1.04972 -1.20980
H 1.73094 -0.73481 -0.01995
H 3.47493 -0.50764 0.48239
```

---

No. 2
C30H51ClF3N3O4PSi2 | ωB97M-V/def2-TZVPD

Output
- 2S+1 = 1
- total charge = -1
- E_LUMO (Eh) = 0.068

```
95
C30H51ClF3N3O4PSi2, DFT ωB97M-V/def2-TZVPD
C 5.98235 -0.03998 2.15362
C 4.69238 0.05560 1.34694
C 4.30824 1.49295 1.00678
Cl 4.50001 2.60810 2.39987
Si 2.64896 1.70772 0.11874
C 2.69119 3.38050 -0.77233
C 4.05472 4.10228 -0.77261
C 5.11494 3.60889 -1.71768
O 6.16376 4.19702 -1.80194
N 4.87876 2.39667 -2.43910
C 6.08112 1.74655 -2.88700
C 6.63343 0.75501 -2.08592
C 7.80764 0.12496 -2.47960
C 8.43501 0.47063 -3.66750
C 7.86776 1.44609 -4.48309
C 6.69569 2.07707 -4.08834
C 2.54680 0.27575 -1.11756
C 1.95834 0.65418 -2.47401
C 2.00588 -0.48158 -3.47893
F 2.96898 -1.37907 -3.22467
F 2.28023 0.01616 -4.72310
F 0.84582 -1.14222 -3.59448
O 1.31819 1.80865 1.11385
Si 0.91583 0.68738 2.29092
C -0.52756 1.44914 3.19218
N 2.21799 0.50642 3.49550
C 1.95640 -0.27021 4.38590
O 1.71608 -0.94479 5.27758
P 0.21856 -1.30229 1.70344
C 1.55667 -2.52987 1.34839
C 1.05244 -3.80422 0.66603
C -1.11970 -1.28592 0.44533
C -1.03836 -0.20926 -0.65939
H 5.83162 0.20254 3.19842
H 6.38217 -1.04876 2.09475
H 6.74590 0.62434 1.75661
H 4.85701 -0.49812 0.42628
H 3.90828 -0.45575 1.90035
H 5.06057 1.81638 0.28876
H 1.99620 4.04451 -0.26637
H 2.33276 3.30573 -1.79655
H 4.52554 4.13605 0.20460
H 3.88989 5.14026 -1.04947
H 4.26702 2.55948 -3.23067
H 6.15256 0.47543 -1.16244
H 8.21991 -0.64617 -1.84834
H 9.35528 0.00676 -3.98368
H 8.33095 1.73972 -5.41014
H 6.24197 2.85645 -4.68128
H 3.56607 -0.05810 -1.28578
H 1.96541 -0.55599 -0.72514
H 0.92187 0.95786 -2.37406
H 2.48318 1.46477 -2.95081
H -0.64734 1.03170 4.18591
H -1.44592 1.24117 2.64403
H -0.42730 2.52977 3.22174
H 2.36536 -2.14871 0.72777
H 2.00783 -2.80840 2.29660
H 0.52334 -4.45756 1.34898
H 1.93137 -4.35016 0.33002
H 0.47952 -3.57974 -0.22541
H -1.12659 -2.25362 -0.04338
H -2.07823 -1.22305 0.95219
H -2.04407 -0.02922 -1.02535
H -0.49313 -0.62753 -1.49812
H -0.66041 0.75064 -0.32734
C -7.61300 -0.40644 3.05024
C -7.41448 -1.52742 2.01003
C -8.64234 -1.57302 1.08732
C -8.74304 -0.41482 0.08889
C -7.36813 0.14551 -0.30456
C -6.20874 -0.83668 -0.09429
N -6.17240 -1.23072 1.29171
O -5.11321 -2.11772 1.56155
C -4.91484 -0.08618 -0.36909
C -6.31317 -1.99308 -1.10809
C -7.37138 -2.85274 2.75787
H -6.76102 -0.38110 3.73082
H -8.52410 -0.55903 3.64886
H -7.68746 0.57077 2.56991
H -8.62436 -2.51268 0.52848
H -9.55503 -1.61498 1.69315
H -9.26993 -0.76634 -0.80353
H -9.36027 0.38992 0.49900
H -7.39579 0.47854 -1.34780
H -7.16418 1.04406 0.28585
H -4.76065 0.70948 0.36300
H -4.93410 0.37439 -1.36658
H -4.05126 -0.74947 -0.33584
H -6.29881 -1.61017 -2.13633
H -7.23016 -2.57226 -0.98704
H -5.46919 -2.67324 -0.99154
H -8.31096 -2.99540 3.30523
H -6.55484 -2.87776 3.47616
H -7.24552 -3.69073 2.07143
```

---

No. 3
C30H51MnNOP3 | ωB97M-V/def2-TZVPD

Output
- 2S+1 = 6
- total charge = +1
- E_LUMO (spin up / spin down) (Eh) = -0.082 / -0.117

```
87
C30H51MnNOP3, DFT ωB97M-V/def2-TZVPD
Mn -0.84619 -0.13042 1.58097
P 0.02289 -1.34967 -3.10894
P 0.79417 -1.56404 2.11890
N 0.24381 -3.05498 -0.75854
C -0.52388 -3.14685 -3.16729
H -1.53972 -3.28668 -3.56405
H 0.12155 -3.74676 -3.83292
C -0.53231 -3.78461 -1.75748
H -1.56898 -3.82773 -1.33744
H -0.21240 -4.84540 -1.84354
C 0.67855 -3.86339 0.38344
H 1.78102 -4.04266 0.34148
H 0.20015 -4.85491 0.29716
C 0.35569 -3.31699 1.78382
H 0.91753 -3.91664 2.51746
H -0.70786 -3.47776 1.98992
C 0.22329 -1.20302 3.88816
C -1.24357 -0.75401 3.84134
H -1.92983 -1.45279 3.34332
H -1.33946 0.27213 3.39932
H -1.62004 -0.66569 4.87486
C 2.64762 -1.69052 2.18159
C 3.33879 -0.33072 2.04448
H 4.42139 -0.49797 2.00185
H 3.13854 0.33067 2.89475
H 3.03859 0.18094 1.12499
C 1.02094 -0.67905 -4.54195
C 0.81214 0.81716 -4.74669
H 1.65639 1.21715 -5.31855
H 0.79660 1.36330 -3.79805
H -0.09882 1.04281 -5.30742
C -1.71739 -0.62788 -3.23319
C -1.92706 0.84455 -2.89761
H -3.00266 1.03676 -3.01037
H -1.38923 1.52382 -3.57208
H -1.66866 1.07736 -1.85976
C -2.00092 -1.12591 0.60502
O -2.82779 -1.70959 -0.00895
C 3.18254 -2.51087 3.36154
H 2.41924 -2.89695 4.04594
H 3.73755 -3.37671 2.98651
H 3.89117 -1.92749 3.95674
C 0.80501 -1.54911 -5.76765
H 1.47877 -1.23516 -6.56826
H 1.02242 -2.59016 -5.53914
H -0.21581 -1.48719 -6.15044
C -2.33380 -0.93988 -4.59769
H -3.38087 -0.60840 -4.56617
H -1.83810 -0.37641 -5.40414
H -2.33996 -2.00945 -4.84865
C 1.06610 -0.12938 4.58327
H 1.15645 0.76881 3.95555
H 0.56743 0.20089 5.50385
H 2.07335 -0.45987 4.85940
H 0.32777 -2.16122 4.41481
H -2.21912 -1.22476 -2.45283
H 2.84632 -2.26326 1.26013
H 2.06159 -0.80475 -4.19737
H 1.01554 -2.49180 -1.27321
H 1.34033 -1.89021 -2.56167
C 1.14633 2.27038 -0.72724
P -0.06108 1.78295 0.52641
C 0.52602 2.61638 2.07950
C 1.88969 2.84349 2.34076
C 2.29728 3.33466 3.58904
C 1.34606 3.61546 4.57845
C -0.00906 3.38873 4.32600
C -0.41860 2.91308 3.07960
C -1.56925 2.75606 0.05153
C -2.82890 2.22683 0.39730
C -4.00488 2.87712 0.03977
C -3.95130 4.06952 -0.69106
C -2.71284 4.61093 -1.04957
C -1.52512 3.96393 -0.67386
H 1.84722 1.45356 -0.90517
H 1.72534 3.14555 -0.42182
H 0.67430 2.51659 -1.68359
H 2.64534 2.66292 1.56772
H 3.35886 3.51706 3.78471
H 1.65714 4.01888 5.54086
H -0.75807 3.59588 5.09057
H -1.47978 2.77913 2.87079
H -2.88808 1.28343 0.96325
H -4.96758 2.45038 0.33903
H -4.87852 4.56345 -0.98338
H -2.66995 5.54129 -1.62862
H -0.56742 4.40573 -0.94955
```

---

No. 4
C30H51NOP3Sn | ωB97M-V/def2-TZVPD

Output
- 2S+1 = 1
- ΔE to the lowest compared entry with this formula, charge and spin (kcal per mole) = 0.0
- total charge = +1
- E_LUMO (Eh) = -0.076

```
87
C30H51NOP3Sn, DFT ωB97M-V/def2-TZVPD
Sn -0.29698 0.10546 -0.75387
P -0.24488 -2.38362 -1.59207
P -0.23031 2.67555 -1.32472
N 1.48335 0.17757 -1.95189
C 1.40358 -2.30924 -2.40904
H 2.00471 -3.16441 -2.05709
H 1.23181 -2.45686 -3.48807
C 2.23580 -1.01649 -2.22881
H 3.02434 -1.18788 -1.45601
H 2.81174 -0.84392 -3.16633
C 2.23481 1.38968 -2.13669
H 2.77198 1.31247 -3.10974
H 3.05279 1.47405 -1.38251
C 1.40885 2.69961 -2.14908
H 1.23375 2.98017 -3.20034
H 2.01236 3.50355 -1.69652
C -0.14576 3.64211 0.25556
C -1.43540 3.49605 1.08021
H -1.17387 3.60314 2.14200
H -1.92089 2.51468 0.95744
H -2.16334 4.28181 0.83181
C -1.43965 3.44570 -2.46980
C -2.85462 3.55961 -1.88452
H -3.54544 3.75085 -2.71962
H -2.93761 4.41145 -1.19414
H -3.19045 2.64687 -1.37511
C -1.45006 -3.01649 -2.82708
C -2.85826 -3.21833 -2.24800
H -3.54639 -3.41673 -3.08253
H -3.23336 -2.33369 -1.71727
H -2.90235 -4.08427 -1.57278
C -0.10356 -3.53782 -0.13900
C -1.31369 -3.44499 0.80347
H -1.02017 -3.85774 1.77953
H -2.16431 -4.03125 0.42719
H -1.64582 -2.41193 0.97629
C -2.71230 0.50371 -0.31004
C -0.97599 4.79421 -3.03664
H -0.92094 5.56825 -2.26186
H -0.00502 4.73062 -3.54084
H -1.71329 5.12368 -3.78168
C -0.97408 -4.27256 -3.56980
H -1.72150 -4.52241 -4.33545
H -0.01777 -4.12223 -4.08332
H -0.88272 -5.13724 -2.90184
C 0.20080 -4.99081 -0.51429
H 0.57237 -5.51001 0.38254
H -0.70285 -5.52301 -0.84465
H 0.97865 -5.08268 -1.28381
C 0.25159 5.10920 0.06758
H -0.59727 5.72093 -0.26248
H 0.57628 5.50670 1.04101
H 1.08781 5.24346 -0.63224
H 0.66710 3.13655 0.80901
H 0.77291 -3.13690 0.40301
H -1.47733 2.72504 -3.30640
H -1.50257 -2.19348 -3.56225
O -3.78191 0.14939 -0.07466
H -0.23559 0.21482 -2.73454
H -1.13346 0.21041 -2.42329
C 2.73784 0.68149 1.33481
P 1.06414 0.00348 1.55804
C 1.43520 -1.57935 2.42124
C 2.51096 -2.38030 1.98126
C 2.77959 -3.60665 2.60342
C 1.98858 -4.04771 3.66229
C 0.92154 -3.26571 4.10453
C 0.64480 -2.03643 3.49255
C 0.35975 1.03521 2.90100
C -0.97722 0.81841 3.29289
C -1.52784 1.53802 4.35702
C -0.76301 2.50224 5.02191
C 0.54801 2.75242 4.61012
C 1.11061 2.02509 3.55580
H 3.28461 0.13788 0.55133
H 3.28024 0.56949 2.28607
H 2.70517 1.74668 1.06214
H 3.14806 -2.04373 1.16123
H 3.61948 -4.21048 2.25179
H 2.20117 -5.00790 4.14342
H 0.29687 -3.59999 4.93472
H -0.17539 -1.43018 3.86423
H -1.58483 0.06754 2.77868
H -2.55281 1.33503 4.67056
H -1.19144 3.05775 5.86012
H 1.14895 3.51192 5.11420
H 2.14135 2.22539 3.26069
```